# C2H6ClFSi

The molecule C2H6ClFSi (wB97M-V/def2-TZVPD, the Open Molecules 2025 dataset).

```
11
Properties=species:S:1:pos:R:3:forces:R:3
C 0.45581 1.73756 -0.68916 -0.43 -3.12 1.61
Si 1.11407 -0.10275 0.14724 -2.27 3.06 2.13
C 0.37841 -1.63678 -0.64358 -1.59 -0.20 1.99
F 0.57352 0.16878 1.76120 0.60 -0.83 -2.41
Cl 3.11872 -0.10088 0.40339 0.49 -0.20 -0.23
H -0.62834 1.53008 -0.98242 1.56 0.81 0.31
H 0.63983 2.54617 0.02328 -0.69 -0.45 0.47
H 1.11180 2.02045 -1.45893 0.45 -0.06 -1.73
H 0.01035 -2.56019 -0.05952 0.58 1.85 -0.29
H -0.48459 -1.21323 -1.17075 0.12 -0.39 -0.25
H 1.08376 -2.04342 -1.29216 1.17 -0.46 -1.59
```
Positions in Å, forces in eV/Å.

The spin multiplicity is 1. As for the SMILES: C[Si](C)(F)Cl. Its gap between HOMO and LUMO is 11.158 eV. As for the charge: 0.

=====

# C28H28N4O2W

A structure of composition C28H28N4O2W (wB97M-V/def2-TZVPD, the Open Molecules 2025 dataset).

```
63
Properties=species:S:1:pos:R:3:forces:R:3
C -2.51732 1.01222 1.19945 1.07 5.26 -1.78
C -2.24509 -0.33582 1.34968 -0.84 -7.20 -0.29
H -1.57193 1.54912 1.14144 0.00 0.75 0.64
H -3.10830 1.32287 2.04224 0.13 0.42 0.63
H -3.07679 1.44086 0.37085 -0.38 -0.59 -0.49
H -1.75110 -1.23057 0.73317 -0.01 2.03 -0.77
H -1.61801 -0.51387 2.22427 -0.62 -0.12 0.30
H -3.25104 -0.81561 1.33921 0.65 -0.36 1.00
C -1.20838 2.73677 -2.73129 0.64 -0.49 -0.93
C -0.91561 3.55252 -3.81120 -0.26 -0.03 0.85
C -0.61546 2.98641 -5.04060 0.13 0.39 -0.19
C -0.61534 1.61147 -5.18453 0.25 -1.13 -0.72
H -1.44920 3.09832 -1.73730 0.09 -0.09 -0.16
H -0.92563 4.61604 -3.63512 -0.04 0.15 -0.23
H -0.37574 3.63380 -5.88897 -0.17 -0.32 0.25
H -0.46440 1.13580 -6.14059 0.19 0.28 -0.27
N -1.08234 1.38661 -2.89953 -0.17 -0.71 -0.51
C -0.80005 0.76546 -4.11335 -0.49 1.66 0.63
C -0.86678 -0.68741 -4.10166 -0.48 -1.96 0.20
N -1.09600 -1.31980 -2.88408 0.28 0.82 -0.13
C -1.29557 -2.65104 -2.64947 0.40 0.65 -1.25
C -1.10543 -2.90371 -5.02327 0.04 0.38 -0.40
C -1.31860 -3.44684 -3.76369 -0.03 -0.84 0.50
H -1.40882 -2.99338 -1.61692 0.00 0.21 -0.34
H -1.50964 -4.50081 -3.61501 0.07 -0.06 -0.23
C -0.89355 -1.53519 -5.17878 0.15 0.28 -0.44
H -0.79810 -1.05359 -6.12766 0.15 -0.32 -0.73
H -1.11730 -3.53853 -5.90333 -0.04 0.06 0.13
W -1.35615 0.00500 -1.53410 -0.35 1.32 6.45
C -3.50602 -0.11061 -1.57457 0.10 -0.22 -0.86
H -3.70436 -1.11586 -2.00784 -0.11 0.38 0.07
H -3.81660 0.61422 -2.35786 -0.05 -0.34 0.20
H -4.18684 0.01916 -0.71746 0.69 -0.06 -0.21
O 0.42262 2.61895 -0.39981 0.54 -1.83 0.09
C 0.87030 1.54801 0.04764 -0.31 0.94 0.47
N 1.79956 1.38388 1.02271 0.49 2.59 -0.57
C 1.73172 0.11767 1.66279 0.75 -1.28 0.43
C 1.09444 -0.68556 0.51141 -0.46 -1.47 0.23
O 1.05042 -1.90324 0.38876 -0.44 1.91 -0.27
N 0.41188 0.25572 -0.29987 -0.55 -0.30 -0.84
C 3.08034 -0.37951 2.22211 0.37 0.18 0.09
C 3.70722 -1.55922 1.81499 0.04 0.06 -0.18
C 4.94594 -1.93408 2.35501 -0.07 0.31 0.14
C 5.57666 -1.13432 3.30995 -0.40 0.25 -0.30
C 4.95220 0.04993 3.72593 -0.25 0.02 -0.24
C 3.70204 0.41768 3.20373 0.36 -0.27 -0.20
C 0.68337 0.09723 2.78685 0.36 0.19 0.45
C 0.45868 -1.10296 3.46209 -0.53 0.06 0.56
C -0.52068 -1.16303 4.46898 0.70 0.31 -0.51
C -1.23954 -0.00905 4.79698 -0.57 0.11 0.55
C -0.94832 1.20912 4.17667 0.47 0.08 0.16
C 0.07028 1.27405 3.21412 -0.26 -0.11 0.29
H 2.30427 2.21928 1.37158 -0.61 -1.03 -0.17
H 3.24048 -2.17636 1.04655 0.21 0.11 0.31
H 5.44192 -2.83720 2.00628 -0.20 0.13 0.05
H 6.56314 -1.40268 3.68935 -0.34 0.05 -0.04
H 5.45984 0.70743 4.43448 -0.26 -0.23 -0.15
H 3.22956 1.34652 3.53998 0.15 -0.32 -0.03
H 1.11366 -1.95038 3.26644 -0.36 0.01 -0.13
H -0.65147 -2.09069 5.01536 -0.13 0.14 -0.03
H -1.99011 -0.03724 5.61966 0.62 -0.02 -0.83
H -1.44072 2.13945 4.48727 0.19 -0.51 -0.03
H 0.45175 2.24658 2.88992 -0.50 -0.33 -0.22
```
Positions in Å, forces in eV/Å.

The spin multiplicity is 3. Its gap between HOMO and LUMO (spin up / spin down) is 4.175 / 4.825 eV. As for the charge: +2.

=====

What are the molecular weight values for these records? In order: 112.6 636.4 g/mol.
What are the energy relative to the best compared isomer or geometry (same formula, charge and spin) values for these records? In order: 19.3 63.4 kcal per mole.